Version P
{
  "formula": "C3H6N4O",
  "method": "the ωB97M-V functional and the def2-TZVPD basis",
  "homo_energy_ev": -9.320,
  "gap_ev": 9.63,
  "charge": 0,
  "smiles": "[H]/N=c1/ncn(NC)o1",
  "symbols": ["C", "C", "C", "H", "H", "H", "H", "H", "H", "N", "N", "N", "N", "O"],
  "xyz": [[-2.427, -0.210, -0.297], [0.712, 1.254, 0.044], [2.268, -0.160, -0.181], [-2.285, 0.897, -0.606], [-2.573, -0.934, -1.021], [-3.433, 0.081, 0.385], [-1.082, -0.340, 1.513], [0.033, 2.159, 0.072], [3.392, -1.783, 0.125], [-1.096, -0.616, 0.462], [0.041, 0.022, -0.336], [1.957, 1.242, 0.013], [3.433, -0.656, -0.010], [1.059, -0.956, -0.162]]
}

Version Q
{
  "formula": "C3H6N4O",
  "method": "the ωB97M-V functional and the def2-TZVPD basis",
  "homo_energy_ev": -7.775,
  "gap_ev": 8.75,
  "charge": 0,
  "smiles": "N/N=c1/ccon1N",
  "symbols": ["C", "C", "C", "H", "H", "H", "H", "H", "H", "N", "N", "N", "N", "O"],
  "xyz": [[-0.142, -0.561, 0.028], [0.914, -1.428, 0.260], [1.996, -0.721, -0.150], [-2.001, 0.619, -1.052], [-3.083, -0.503, -0.619], [0.968, -2.368, 0.738], [3.048, -1.001, -0.151], [-0.364, 2.396, 0.177], [-0.004, 1.431, 1.424], [-2.336, 0.008, -0.299], [-1.390, -0.880, 0.155], [0.295, 0.721, -0.444], [0.410, 1.780, 0.552], [1.689, 0.507, -0.617]]
}

Stability summary - winner: version Q; margin: 0.0205 hartree.

Version P
{
  "formula": "C3H6N4O",
  "method": "the ωB97M-V functional and the def2-TZVPD basis",
  "homo_energy_ev": -8.263,
  "gap_ev": 8.65,
  "charge": 0,
  "smiles": "[H]/N=c1\\[nH]c(N)c(O)[nH]1",
  "symbols": ["C", "C", "C", "H", "H", "H", "H", "H", "H", "N", "N", "N", "N", "O"],
  "xyz": [[0.112, -0.758, 0.598], [0.755, 0.723, -1.153], [-1.048, -0.284, 0.245], [1.232, -0.566, 2.476], [-0.094, -1.492, 2.667], [1.608, -1.345, -0.696], [2.252, 0.525, -1.689], [-1.437, 1.164, -1.182], [-2.334, 0.826, 1.472], [0.681, -1.435, 1.868], [1.097, -0.405, -0.294], [1.445, 1.344, -2.074], [-0.599, 0.792, -0.679], [-2.314, 0.091, 0.882]]
}

Version Q
{
  "formula": "C3H6N4O",
  "method": "the ωB97M-V functional and the def2-TZVPD basis",
  "homo_energy_ev": -8.538,
  "gap_ev": 9.46,
  "charge": 0,
  "smiles": "NNc1n[nH]cc1O",
  "symbols": ["C", "C", "C", "H", "H", "H", "H", "H", "H", "N", "N", "N", "N", "O"],
  "xyz": [[-0.264, -0.203, 0.255], [1.890, 0.091, -0.223], [0.683, 0.766, -0.047], [-2.485, -1.411, -0.409], [-2.714, 0.154, -1.335], [-1.896, -0.182, 1.466], [2.052, -1.980, -0.362], [2.915, 0.581, -0.284], [-0.391, 2.180, -0.235], [-2.613, -0.286, -0.470], [-1.559, 0.142, 0.505], [0.377, -1.423, 0.207], [1.566, -1.212, -0.089], [0.534, 2.023, 0.023]]
}

Version R
{
  "formula": "C3H6N4O",
  "method": "the ωB97M-V functional and the def2-TZVPD basis",
  "homo_energy_ev": -8.755,
  "gap_ev": 9.15,
  "charge": 0,
  "smiles": "Cn1c(=O)ncn1N",
  "symbols": ["C", "C", "C", "H", "H", "H", "H", "H", "H", "N", "N", "N", "N", "O"],
  "xyz": [[-1.680, -0.222, 0.329], [1.656, 0.403, 0.140], [-0.042, 1.413, 0.982], [-2.241, 0.627, 0.690], [-2.034, -0.897, -0.424], [-1.617, -0.929, 1.171], [1.128, -0.786, -2.122], [0.738, -2.287, -1.215], [2.747, 0.230, -0.156], [-0.420, 0.369, 0.033], [0.681, -0.312, -0.371], [0.644, -1.181, -1.383], [1.375, 1.549, 0.809], [-0.935, 2.023, 1.515]]
}

Version S
{
  "formula": "C3H6N4O",
  "method": "the ωB97M-V functional and the def2-TZVPD basis",
  "homo_energy_ev": -9.347,
  "gap_ev": 9.68,
  "charge": 0,
  "smiles": "CN/N=C(/C#N)NO",
  "symbols": ["C", "C", "C", "H", "H", "H", "H", "H", "H", "N", "N", "N", "N", "O"],
  "xyz": [[-2.365, -0.803, 0.006], [1.144, -0.279, 0.042], [2.291, -1.163, -0.139], [-2.337, -1.073, 1.128], [-2.398, -1.637, -0.655], [-3.237, -0.191, -0.299], [-0.938, 0.922, 0.189], [2.163, 1.153, 1.051], [0.779, 2.556, -0.493], [-1.154, 0.021, -0.325], [0.011, -0.756, -0.294], [1.309, 1.048, 0.537], [3.280, -1.727, -0.209], [1.450, 1.929, -0.537]]
}

Stability summary - winner: version R; margin: 0.0179 hartree.

Version P
{
  "formula": "C3H6N4O",
  "method": "the ωB97M-V functional and the def2-TZVPD basis",
  "homo_energy_ev": -7.536,
  "gap_ev": 8.03,
  "charge": 0,
  "smiles": "N/N=C1\\CN(O)C=N1",
  "symbols": ["C", "C", "C", "H", "H", "H", "H", "H", "H", "N", "N", "N", "N", "O"],
  "xyz": [[-0.659, 0.509, 0.143], [0.172, -0.641, 0.010], [1.373, 1.291, 0.017], [-2.289, -1.374, 0.324], [-3.603, -0.408, -0.426], [0.131, -1.215, 0.939], [-0.286, -1.153, -0.769], [3.368, -0.062, 0.084], [2.171, 1.969, -0.149], [-2.742, -0.440, 0.103], [-1.925, 0.626, -0.249], [1.440, -0.053, -0.020], [0.156, 1.751, 0.086], [2.694, -0.801, -0.091]]
}

Version Q
{
  "formula": "C3H6N4O",
  "method": "the ωB97M-V functional and the def2-TZVPD basis",
  "homo_energy_ev": [-7.262, -7.263],
  "gap_ev": [7.79, 7.79],
  "charge": 0,
  "symbols": ["C", "C", "C", "N", "N", "N", "N", "O", "H", "H", "H", "H", "H", "H"],
  "xyz": [[-0.340, 0.648, 0.770], [0.042, -1.380, 2.065], [1.173, 0.378, -1.168], [-0.319, -0.466, 1.380], [0.127, 0.752, -0.511], [-0.498, -2.576, 2.179], [1.512, 1.081, -2.263], [-0.762, 2.103, -1.023], [-0.982, 1.487, 1.097], [-0.054, -3.240, 2.772], [-1.259, -2.881, 1.665], [0.680, 1.683, -2.418], [2.125, 0.763, -2.964], [-1.445, 1.649, -1.580]]
}

Version R
{
  "formula": "C3H6N4O",
  "method": "the ωB97M-V functional and the def2-TZVPD basis",
  "homo_energy_ev": -9.812,
  "gap_ev": 9.32,
  "charge": 0,
  "symbols": ["C", "C", "C", "H", "H", "H", "H", "H", "H", "N", "N", "N", "N", "O"],
  "xyz": [[2.343, -0.396, -0.023], [-0.487, 1.493, 0.072], [-1.872, -0.145, 0.050], [1.962, -0.903, 1.075], [2.506, -1.285, -1.109], [3.703, 0.717, -0.220], [-0.190, 2.676, 0.143], [-3.157, -1.578, -0.350], [-0.408, -1.184, -0.339], [0.210, 0.416, 0.704], [-1.718, 1.285, -0.070], [-3.073, -0.558, -0.197], [-0.746, -0.704, 0.676], [0.927, 0.165, -0.412]]
}

Version S
{
  "formula": "C3H6N4O",
  "method": "the ωB97M-V functional and the def2-TZVPD basis",
  "homo_energy_ev": -7.156,
  "gap_ev": 7.80,
  "charge": 0,
  "symbols": ["C", "C", "C", "H", "H", "H", "H", "H", "H", "N", "N", "N", "N", "O"],
  "xyz": [[1.233, 0.220, 0.075], [-0.677, 0.946, -0.017], [-0.890, -0.404, 0.066], [3.080, -0.263, -0.695], [3.061, 0.852, 0.270], [-1.392, 2.591, -0.535], [-1.829, -2.029, -0.644], [-2.870, -1.274, 1.023], [0.713, -1.804, 0.099], [2.528, 0.041, 0.116], [0.586, 1.342, 0.108], [-2.149, -1.068, -0.015], [0.455, -0.846, 0.066], [-1.849, 1.696, 0.084]]
}

Stability summary - winner: version S; margin: 0.0561 hartree.

Version P
{
  "formula": "C6H8N2",
  "method": "the ωB97M-V functional and the def2-TZVPD basis",
  "homo_energy_ev": -7.150,
  "gap_ev": 7.44,
  "charge": 0,
  "symbols": ["C", "C", "C", "C", "C", "C", "N", "N", "H", "H", "H", "H", "H", "H", "H", "H"],
  "xyz": [[1.916, 0.812, 0.001], [2.112, -0.530, -0.004], [0.658, 1.517, 0.001], [1.132, -1.556, -0.009], [-0.551, 1.024, -0.006], [-1.956, 0.863, -0.009], [-1.255, -1.778, 0.006], [-0.122, -1.264, -0.007], [2.791, 1.446, 0.007], [3.136, -0.880, 0.000], [0.747, 2.604, 0.004], [1.454, -2.600, -0.013], [-2.426, 1.250, -0.912], [-2.128, -0.257, 0.006], [-2.431, 1.274, 0.882], [-1.322, -2.797, 0.028]]
}

Version Q
{
  "formula": "C6H8N2",
  "method": "the ωB97M-V functional and the def2-TZVPD basis",
  "homo_energy_ev": -7.784,
  "gap_ev": 8.01,
  "charge": 0,
  "smiles": "[H]/N=C1C=C/C(=C\\C)N/1",
  "symbols": ["C", "C", "C", "C", "C", "C", "H", "H", "H", "H", "H", "H", "H", "H", "N", "N"],
  "xyz": [[2.744, 0.042, 1.421], [1.305, 0.272, 1.397], [0.463, 0.032, 0.356], [-1.535, 0.025, -0.685], [-0.499, -0.363, -1.635], [0.708, -0.413, -1.001], [3.194, 0.104, 0.442], [3.017, -0.930, 1.844], [3.188, 0.859, 2.050], [0.913, 0.759, 2.289], [-1.321, 0.494, 1.350], [-3.337, 0.279, -0.098], [-0.819, -0.528, -2.689], [1.597, -0.827, -1.500], [-0.871, 0.255, 0.500], [-2.778, 0.062, -0.902]]
}

Stability summary - winner: version Q; margin: 0.1500 hartree.

Version P
{
  "formula": "C6H8N2",
  "method": "the ωB97M-V functional and the def2-TZVPD basis",
  "homo_energy_ev": -7.879,
  "gap_ev": 8.75,
  "charge": 0,
  "symbols": ["C", "C", "C", "C", "C", "C", "H", "H", "H", "H", "H", "H", "H", "H", "N", "N"],
  "xyz": [[-1.268, -0.281, -0.711], [-0.216, -1.568, -0.296], [0.473, -0.519, 0.668], [1.401, -0.025, 1.696], [0.391, 1.697, 0.526], [-0.195, 0.529, -0.002], [-1.924, 0.079, -2.602], [-0.317, -0.427, -2.345], [-2.364, -0.266, -0.480], [-0.431, -2.555, 0.205], [0.388, -1.507, -1.517], [1.822, -0.645, 2.709], [1.942, 1.915, 2.024], [0.248, 2.967, 0.766], [-1.262, -0.673, -2.089], [1.314, 1.276, 1.448]]
}

Version Q
{
  "formula": "C6H8N2",
  "method": "the ωB97M-V functional and the def2-TZVPD basis",
  "homo_energy_ev": [-8.171, -8.168],
  "gap_ev": [8.13, 8.13],
  "charge": 0,
  "symbols": ["C", "C", "C", "C", "C", "C", "N", "N", "H", "H", "H", "H", "H", "H", "H", "H"],
  "xyz": [[0.413, 0.473, -0.323], [0.021, -0.970, -0.432], [-0.275, -0.796, 1.994], [-0.235, -1.627, -1.643], [0.061, -0.931, -2.984], [-0.141, 1.326, 3.106], [0.467, 1.085, 0.802], [-0.071, 0.457, 1.930], [0.753, 1.034, -1.145], [-0.703, -2.580, -1.625], [-0.234, -1.371, -3.846], [1.100, -0.782, -3.060], [-0.392, -0.001, -2.951], [-0.955, 2.056, 2.805], [-0.550, 0.726, 4.009], [0.740, 1.902, 3.363]]
}

Stability summary - winner: version P; margin: 0.0205 hartree.

Version P
{
  "formula": "C6H8N2",
  "method": "the ωB97M-V functional and the def2-TZVPD basis",
  "homo_energy_ev": -8.404,
  "gap_ev": 9.39,
  "charge": 0,
  "symbols": ["C", "C", "C", "C", "C", "C", "H", "H", "H", "H", "H", "H", "H", "H", "N", "N"],
  "xyz": [[2.185, 0.290, -0.188], [-0.959, -0.633, 0.724], [-1.665, -0.499, -0.639], [-0.401, 0.204, -1.009], [-0.383, 1.419, -0.068], [-0.728, 0.787, 1.100], [1.967, 1.224, -0.904], [3.402, -0.121, -0.023], [-1.058, -1.451, 1.430], [-1.674, -1.457, -1.179], [-2.506, 0.165, -0.769], [0.021, 0.426, -1.975], [0.108, 2.497, -0.302], [-0.877, 1.249, 2.071], [1.510, -0.791, 0.374], [0.251, -0.915, -0.070]]
}

Version Q
{
  "formula": "C6H8N2",
  "method": "the ωB97M-V functional and the def2-TZVPD basis",
  "homo_energy_ev": -8.244,
  "gap_ev": 8.88,
  "charge": 0,
  "symbols": ["C", "C", "C", "C", "C", "C", "H", "H", "H", "H", "H", "H", "H", "H", "N", "N"],
  "xyz": [[0.105, 1.986, 0.258], [-0.293, 0.718, 0.124], [-1.730, 0.671, -0.395], [-2.037, -0.668, -0.196], [-0.803, -1.431, 0.208], [1.603, -0.798, -0.128], [-0.519, 2.771, -0.244], [1.089, 2.191, 0.605], [-2.181, 1.616, -0.731], [-3.173, -1.166, 0.305], [-0.645, -2.091, -0.504], [-0.753, -1.940, 1.077], [1.908, -1.966, -0.320], [2.190, 1.063, 0.299], [0.313, -0.366, 0.358], [2.688, -0.113, -0.317]]
}

Stability summary - winner: version P; margin: 0.0105 hartree.